The following is a quantum chemistry calculation of a 5-piece molecular cluster, C51H106BClIN8O2SSi overall, from the OMol25 dataset.

The geometry in ORCA input format:
```
! RIJCOSX wB97M-V def2-TZVPD def2/J DEFGRID3
* xyz 1 1
C -7.15 0.56 -4.71
S 7.43 -3.85 -4.14
C 0.25 1.71 -0.10
C -5.60 -4.11 3.49
C -0.12 3.15 -0.70
H -1.96 -2.40 -2.07
H 9.75 4.39 1.69
H 6.01 -1.47 -2.85
C -3.78 -4.06 6.13
C -7.92 -1.28 -1.68
H 5.07 -3.06 -1.26
H 4.56 3.47 -2.77
H 10.23 4.06 4.73
H 8.47 6.44 1.89
C 6.60 0.51 -2.79
H -10.98 -5.68 2.52
Si -0.92 0.28 -0.61
C 6.20 -1.09 -0.85
H -8.84 0.53 -2.35
N 7.17 -0.71 0.21
C 8.08 5.57 2.43
C 3.25 4.78 -0.37
H -6.00 -5.52 5.11
H -5.96 -0.64 -3.39
H -7.85 4.15 -2.43
H 3.98 0.82 -4.40
H 1.84 2.22 -4.90
H -6.67 -5.98 3.56
C -1.02 -2.03 -2.59
H -10.73 -3.99 -0.85
H 6.24 0.41 -3.89
H 6.52 4.71 4.34
C -3.16 -4.21 3.09
C 4.97 2.78 0.25
H 0.21 1.78 1.06
N -10.34 -4.15 1.20
H -12.14 -4.03 0.17
H -5.28 0.92 -3.70
H -11.98 -4.23 2.49
H 4.15 -0.12 -2.51
H 9.32 2.36 -1.94
H -8.59 -6.38 0.19
C 5.06 2.52 -3.22
H -10.78 -4.39 4.59
C -6.76 2.33 -2.03
H -10.47 -6.40 -0.76
N -6.75 0.88 -2.20
H 8.00 3.78 4.54
B 8.10 1.14 -2.88
H 3.97 -1.27 -0.63
H 4.69 0.02 0.43
H 8.07 -0.37 -0.16
C 4.03 1.96 -4.31
H 2.15 2.63 -3.12
H 1.59 0.60 -2.40
H 7.96 1.27 -5.19
C -8.91 -4.40 1.05
H -4.94 -6.17 3.85
H 4.82 2.03 1.12
C 5.74 -3.13 0.85
H -3.34 -3.58 7.01
H -7.77 -1.72 -2.67
H -1.25 3.38 -0.60
O 8.96 1.46 -1.76
H 8.52 5.11 6.61
C 1.61 -1.09 -4.05
H 1.24 -2.85 -5.51
C -5.80 -5.53 4.04
H 1.12 4.03 1.06
C -6.23 0.42 -3.49
H -2.97 0.28 -2.13
H 1.55 4.97 -1.94
H 3.91 5.15 -1.26
H -4.15 -5.19 1.41
H -8.86 -1.67 -1.29
H -9.22 -4.41 3.79
H -8.56 -3.97 0.10
H -2.15 -1.63 0.51
H 1.61 6.25 -0.62
H 11.49 5.28 4.94
Cl 6.43 -4.75 1.41
H 2.76 3.80 -4.39
H 9.57 6.57 5.28
H -2.26 -3.59 3.20
H 2.55 -0.74 -4.59
C 2.58 2.67 -4.17
N 8.25 5.78 3.87
H -0.38 -1.70 0.99
C -11.15 -4.48 0.03
H -6.80 -0.10 -5.51
H 7.00 5.58 2.22
C 3.52 3.20 -0.26
H -4.71 -4.52 6.45
H -3.48 0.66 -0.42
H 7.04 6.05 6.36
H -0.99 -3.72 -4.26
H 6.88 -3.32 -1.05
H 8.45 3.41 2.40
H -8.93 -6.41 1.93
C 1.07 -0.32 -2.83
H 5.97 2.93 -3.80
C -0.25 -0.76 -2.11
C 4.75 -0.43 -0.61
H 3.19 2.75 -1.26
H 10.00 6.92 3.65
H -7.36 -5.87 1.34
H 6.80 -0.01 0.86
H 6.91 1.84 -0.27
H -5.76 2.72 -2.24
H -3.46 -3.60 1.02
H 6.96 4.31 6.69
C 0.83 -2.33 -4.58
N 4.35 0.52 -1.71
O 5.11 -2.49 1.70
H -2.67 1.98 -1.53
H -7.48 3.24 -3.88
C 1.73 5.12 -0.82
H -11.62 -6.55 0.58
C -11.36 -5.96 -0.30
H 2.76 2.81 0.52
H 1.35 1.43 -0.33
C 8.75 1.40 -4.37
H -3.13 -2.37 4.99
C 8.67 4.31 1.82
C -1.26 -0.97 0.84
C -10.24 -4.05 3.70
H -4.83 -2.36 5.35
C 10.64 4.98 4.32
H -7.11 -1.62 -1.03
H -5.83 -4.12 2.42
C -4.02 -3.02 5.03
C -8.44 -5.85 1.13
H -3.10 -4.85 5.81
H -2.95 -5.15 3.62
H -2.41 -5.01 1.23
C -7.78 3.14 -2.83
C -2.67 0.89 -1.20
C -3.31 -4.51 1.60
I 4.78 2.62 -6.29
H 9.33 2.38 -4.43
H -6.37 -3.46 3.92
H 8.25 4.15 0.82
H 3.59 5.38 0.55
C 9.61 6.12 4.28
C 7.83 -2.39 -3.47
C -0.45 -2.79 -3.83
H -6.92 2.54 -0.97
C -7.98 0.24 -1.74
H -8.19 0.59 -0.72
N -4.29 -3.50 3.68
C 7.53 5.09 6.17
C 6.03 2.32 -0.85
C -10.94 -4.59 2.46
C 5.98 -2.71 -0.67
H -12.18 -6.07 -1.01
H 9.52 0.55 -4.51
H 6.49 3.28 -1.30
H -8.78 2.70 -2.80
H -10.23 -2.96 3.71
N 6.66 -0.90 -2.26
H -7.12 1.58 -5.11
C 0.62 4.38 0.07
H 0.23 3.21 -1.79
C 7.56 4.78 4.67
H -0.16 5.15 0.39
H -1.49 -0.43 1.82
H 5.41 3.71 0.77
H 11.04 4.77 3.32
N 7.96 -1.46 -2.53
C 5.49 1.45 -2.07
H -8.18 0.30 -4.49
H -8.37 -3.82 1.81
*
```

Output
Lowest unoccupied orbital energy, eV: -5.3
HOMO energy, eV: -9.04
Gap between HOMO and LUMO, eV: 3.74